147
Properties=species:S:1:pos:R:3:forces:R:3:mulliken_charge:R:1 method="wB97M-V/def2-TZVPD" energy_ev=-92678.3429 e_lumo_ev=0.2 orbital_gap_ev=9.370 smiles="CCOC(=O)OC.CCOC(=O)OC.CCOC(=O)OC.CCOC(=O)OC.CCOC(=O)OC.CNC(C)=O.CNC(C)=O.CNC(C)=O.CNC(C)=O.CNC(C)=O.CNC(C)=O"
C -4.885 1.429 0.392 -1.0 0.9 0.4 -0.350
C -6.419 1.516 0.433 -0.2 -1.2 0.2 -0.742
O -6.996 1.017 1.690 0.4 0.6 -0.8 -0.396
C -7.072 -0.292 1.803 0.8 -1.1 0.4 0.945
O -6.562 -1.136 1.078 -0.7 1.1 0.4 -0.590
O -7.726 -0.534 2.947 0.3 -0.3 -0.7 -0.369
C -7.988 -1.923 3.207 -0.1 0.1 0.4 -0.612
H -4.555 2.112 -0.396 0.2 -0.3 0.0 0.282
H -4.482 0.422 0.242 -0.3 0.3 0.1 0.058
H -4.575 1.875 1.344 0.4 -0.3 -0.1 0.295
H -6.886 0.921 -0.350 0.1 0.1 -0.2 0.365
H -6.832 2.514 0.399 0.4 0.3 -0.1 0.357
H -9.068 -2.015 3.123 0.0 -0.4 0.2 0.295
H -7.608 -2.119 4.206 -0.3 -0.1 0.1 0.192
H -7.464 -2.584 2.528 0.0 0.1 -0.2 0.323
C -3.849 -5.349 6.691 0.1 -1.5 0.8 -1.074
C -4.154 -3.898 6.757 -0.3 0.2 0.0 -0.200
O -3.373 -3.221 5.769 -0.3 0.7 -0.7 -0.310
C -4.052 -2.760 4.702 0.4 -0.6 0.4 0.680
O -5.144 -3.110 4.336 -0.1 0.1 0.2 -0.575
O -3.290 -1.866 4.099 0.1 0.0 -0.5 -0.378
C -3.950 -1.206 2.997 0.2 0.4 0.6 -0.526
H -4.210 -5.916 5.833 -0.1 0.6 -0.3 0.283
H -4.284 -5.894 7.544 0.1 0.3 0.0 0.389
H -2.778 -5.499 6.741 0.3 -0.1 0.0 0.236
H -3.835 -3.426 7.693 -0.2 -0.4 0.0 0.278
H -5.215 -3.710 6.594 0.1 0.2 0.0 0.349
H -3.162 -0.585 2.577 -0.3 0.1 -0.1 -0.071
H -4.748 -0.606 3.450 0.1 0.0 -0.5 0.450
H -4.365 -1.890 2.263 0.1 -0.1 0.1 0.424
C -1.705 4.336 0.119 0.5 0.1 1.2 -1.164
C -1.016 3.969 -1.161 -0.4 0.8 -0.4 0.455
O -2.054 3.225 -1.807 -0.7 -0.7 -0.8 -0.304
C -1.737 2.608 -2.932 1.6 0.8 -0.3 0.892
O -0.660 2.784 -3.509 -1.3 -0.6 0.5 -0.572
O -2.724 1.824 -3.318 0.6 -0.7 -1.5 -0.350
C -2.378 1.052 -4.557 -0.7 0.2 1.2 -0.528
H -2.603 4.923 -0.110 0.3 -0.1 0.1 0.383
H -1.083 4.886 0.827 0.2 0.3 -0.4 0.203
H -2.002 3.460 0.682 -0.3 -0.4 -0.1 0.115
H -0.117 3.364 -1.230 0.2 0.1 0.8 -0.185
H -0.823 4.899 -1.699 0.1 -0.2 -0.3 0.307
H -1.914 1.680 -5.301 0.1 0.2 0.0 0.332
H -3.336 0.686 -4.912 0.0 -0.1 0.0 0.275
H -1.731 0.222 -4.264 0.0 0.1 0.0 0.093
C 2.620 5.875 3.041 0.0 0.6 0.2 -1.608
C 1.798 4.794 2.419 0.0 -0.1 0.2 0.715
O 2.308 3.598 3.066 -0.6 1.1 0.6 -0.368
C 2.071 2.484 2.478 0.1 -1.5 -2.9 0.414
O 1.728 2.315 1.285 0.0 0.4 2.3 -0.180
O 2.386 1.500 3.297 -0.3 -0.9 0.3 -0.427
C 2.039 0.187 2.791 -0.2 1.0 -0.2 -0.186
H 2.400 6.870 2.645 0.0 -0.2 -0.1 0.400
H 3.662 5.625 2.890 0.3 0.2 -0.1 0.344
H 2.439 5.892 4.124 0.0 0.0 -0.2 0.402
H 1.887 4.634 1.357 0.1 0.4 -0.3 -0.284
H 0.743 4.918 2.660 -0.1 -0.3 0.1 0.252
H 0.955 0.161 2.677 0.0 -0.3 0.1 0.216
H 2.399 -0.541 3.499 0.1 -0.1 0.1 0.258
H 2.492 0.104 1.815 0.1 -0.5 -0.2 -0.198
C -0.227 -4.632 0.296 0.0 1.2 -0.4 -0.981
C -0.213 -4.020 1.661 0.5 -0.6 0.7 0.473
O -0.120 -5.173 2.541 -0.7 0.6 1.0 -0.390
C -0.080 -4.923 3.869 0.7 -1.6 -0.9 0.567
O -0.115 -5.835 4.668 -0.2 1.2 -0.5 -0.608
O 0.135 -3.627 4.126 -0.6 -0.8 1.2 -0.093
C 0.249 -3.442 5.566 0.2 0.9 -0.5 -0.570
H 0.708 -5.142 0.108 0.1 -0.4 0.1 0.396
H -0.261 -3.808 -0.423 -0.2 -0.2 -0.2 -0.008
H -1.082 -5.286 0.169 0.0 -0.1 -0.1 0.355
H -1.082 -3.401 1.927 0.0 -0.3 -0.2 0.054
H 0.679 -3.436 1.884 0.0 0.3 -0.5 0.133
H 1.178 -3.903 5.891 -0.1 0.0 0.2 0.354
H -0.613 -3.817 6.115 0.1 -0.1 -0.3 0.093
H 0.288 -2.361 5.643 0.1 0.1 0.3 0.212
C -3.148 -3.165 -1.510 0.2 0.1 0.7 -1.060
N -2.080 -2.998 -2.465 0.3 0.8 1.0 0.451
C -2.112 -3.460 -3.697 -1.4 -1.6 -1.3 0.787
C -0.928 -3.149 -4.558 0.2 0.5 -0.4 -0.479
O -3.061 -4.128 -4.132 0.7 0.5 0.2 -0.751
H -3.951 -2.418 -1.560 0.1 -0.1 -0.4 0.340
H -2.690 -3.052 -0.526 -0.1 0.0 0.1 0.202
H -3.567 -4.164 -1.546 -0.1 0.0 -0.3 0.397
H -1.327 -2.355 -2.249 -0.1 0.0 0.3 0.220
H -0.620 -4.033 -5.105 0.0 -0.2 0.0 0.433
H -0.077 -2.724 -4.027 0.0 0.0 0.1 -0.301
H -1.263 -2.414 -5.295 0.1 0.0 -0.1 0.192
C 3.897 4.277 -0.873 -0.2 -0.3 -0.2 0.179
N 3.574 5.395 -1.735 0.7 0.1 -1.0 -0.066
C 2.446 6.113 -1.636 -0.6 0.7 0.9 0.591
C 2.218 7.273 -2.594 0.9 -0.7 0.0 -1.267
O 1.640 5.939 -0.731 -0.3 -0.3 0.2 -0.559
H 4.975 4.160 -0.699 -0.3 0.3 -0.1 0.372
H 3.525 3.318 -1.291 0.1 0.4 0.3 -0.107
H 3.384 4.524 0.046 0.1 -0.5 0.3 -0.416
H 4.058 5.516 -2.606 0.4 -0.1 0.0 0.309
H 2.853 7.170 -3.477 -0.1 0.2 -0.1 0.372
H 2.483 8.200 -2.073 -0.2 -0.2 -0.1 0.340
H 1.174 7.251 -2.864 -0.2 0.2 -0.1 0.305
C 5.367 -4.082 -0.228 -0.8 0.0 -0.3 -0.798
N 4.258 -4.219 -1.187 0.9 0.5 0.1 -0.192
C 3.833 -3.102 -1.848 -0.8 -1.6 -0.3 0.412
C 2.721 -3.386 -2.840 -0.1 0.4 -0.5 -0.476
O 4.280 -1.992 -1.630 0.0 0.0 0.1 -0.748
H 6.232 -3.584 -0.665 -0.1 0.0 0.0 0.265
H 5.629 -5.075 0.098 0.2 -0.2 0.2 0.384
H 4.995 -3.502 0.616 0.3 0.0 0.1 0.177
H 4.041 -5.150 -1.531 -0.1 0.6 0.1 0.274
H 1.724 -3.203 -2.427 0.2 0.0 0.3 -0.128
H 2.726 -4.410 -3.231 0.1 0.2 0.1 0.527
H 2.821 -2.676 -3.666 0.0 -0.2 0.0 -0.005
C 5.839 1.468 -2.465 -0.3 0.2 -0.1 -0.974
N 5.201 0.695 -1.410 0.5 0.4 -0.1 0.475
C 5.666 0.844 -0.132 0.3 -0.2 -0.9 0.488
C 5.149 -0.204 0.817 -0.3 0.2 -0.2 -0.244
O 6.467 1.719 0.164 -0.3 -0.1 0.2 -0.716
H 5.684 2.526 -2.276 0.0 0.1 -0.1 0.161
H 5.419 1.234 -3.441 -0.2 -0.1 0.1 0.355
H 6.912 1.315 -2.524 0.2 -0.2 0.2 0.348
H 4.719 -0.152 -1.684 0.1 0.1 0.3 0.169
H 4.920 0.281 1.762 0.1 -0.2 0.2 0.227
H 5.891 -1.001 0.930 -0.1 0.2 0.1 0.334
H 4.259 -0.630 0.349 0.0 -0.2 0.4 -0.348
C -1.389 0.170 0.277 -1.3 -0.9 0.5 -0.402
N -0.119 0.472 -0.250 0.6 1.7 1.7 1.491
C 0.469 -0.154 -1.225 -0.6 -1.2 -1.6 -0.511
C 1.849 0.286 -1.573 -0.5 0.0 -0.3 2.101
O -0.145 -1.039 -1.844 0.7 -0.2 -0.3 -0.915
H -1.950 1.085 0.428 -0.2 0.1 0.0 0.000
H -1.329 -0.361 1.251 0.1 0.2 -0.4 0.060
H -1.939 -0.482 -0.420 0.2 0.3 0.2 0.113
H 0.435 1.152 0.253 0.1 0.2 0.1 -0.674
H 2.497 -0.029 -0.760 0.3 0.1 -0.2 -0.774
H 1.858 1.379 -1.693 0.3 -0.3 0.1 -0.594
H 2.060 -0.218 -2.512 0.5 0.1 0.1 -0.044
C 1.968 -0.044 -5.269 0.6 -0.3 -0.4 -0.861
N 1.677 1.295 -4.853 0.0 0.5 0.2 0.126
C 2.650 2.281 -4.865 -2.1 -1.2 -0.2 0.436
C 2.224 3.616 -4.334 0.3 -0.1 0.2 -0.419
O 3.745 2.049 -5.319 0.9 0.0 -0.1 -0.658
H 2.961 -0.330 -4.906 -0.2 -0.2 0.1 0.261
H 1.998 -0.170 -6.352 0.0 0.2 -0.1 0.455
H 1.194 -0.715 -4.910 0.0 -0.1 0.3 0.029
H 0.749 1.423 -4.466 0.4 0.7 0.0 0.119
H 3.085 4.238 -4.563 -0.2 0.5 0.2 0.411
H 2.031 3.537 -3.259 0.1 0.2 -0.1 -0.171
H 1.304 3.975 -4.789 0.1 0.0 -0.1 0.279